The following is a quantum chemistry calculation of 3 unconnected molecules or ions with the total composition C12H21ClO9S3, from OMol25.

E, eV: -76232.164
Net charge: 0
Frontier orbital gap, eV: 8.24
Largest force on an atom, eV Å⁻¹: 5.08

Each line ends with the Löwdin charge.
Element x y z (Å)
O (3.6567, 1.6022, -2.9969)  -0.417
S (4.2866, 0.2223, -3.0781)  0.964
O (5.5164, 0.3935, -4.2394)  -0.836
Cl (5.0006, -0.0223, -5.7967)  0.626
O (3.0968, -0.8823, -3.6645)  -0.368
C (1.8338, -0.2517, -3.3356)  -0.306
C (1.0887, 0.4509, -4.5154)  0.013
C (-0.2604, 1.1428, -4.1344)  -0.054
C (-0.7571, 1.1092, -2.6692)  -0.062
C (0.0019, 0.4316, -1.4863)  -0.021
C (1.3428, -0.2833, -1.8724)  0.000
H (1.5288, 0.4642, -5.5776)  0.106
H (-0.8088, 1.6661, -4.9854)  0.088
H (-1.7555, 1.6146, -2.4168)  0.065
H (-0.3756, 0.4520, -0.4095)  0.096
H (2.0144, -0.8107, -1.1048)  0.093
O (2.0663, -2.2761, 1.1055)  -0.292
S (1.6573, -3.5227, 1.6978)  0.603
O (0.4937, -3.6198, 2.5382)  -0.277
O (2.9177, -4.1742, 2.4745)  -0.265
C (3.5969, -3.3864, 3.4517)  -0.270
C (2.8231, -3.3243, 4.7553)  -0.076
C (1.5309, -4.7440, 0.4216)  -0.120
H (3.8033, -2.3838, 3.0657)  0.116
H (4.5615, -3.8675, 3.6308)  0.122
H (1.8927, -2.7652, 4.6334)  0.072
H (3.4137, -2.8323, 5.5313)  0.081
H (2.5547, -4.3278, 5.0941)  0.085
H (2.4331, -4.7124, -0.1881)  0.075
H (0.6581, -4.5041, -0.1860)  0.078
H (1.4060, -5.7234, 0.8822)  0.075
O (-3.2205, 2.8585, -1.0020)  -0.293
S (-3.0200, 3.1640, 0.3926)  0.601
O (-2.5922, 2.1663, 1.3372)  -0.282
O (-4.3429, 3.8948, 0.9679)  -0.264
C (-5.6044, 3.2471, 0.8049)  -0.269
C (-5.7881, 2.1219, 1.8060)  -0.076
C (-1.9305, 4.5546, 0.5157)  -0.117
H (-5.7255, 2.8878, -0.2212)  0.116
H (-6.3730, 4.0052, 0.9736)  0.123
H (-5.0949, 1.3017, 1.6064)  0.072
H (-6.8044, 1.7248, 1.7576)  0.081
H (-5.5902, 2.4719, 2.8221)  0.086
H (-2.2781, 5.3363, -0.1587)  0.075
H (-0.9325, 4.2247, 0.2261)  0.078
H (-1.9220, 4.9053, 1.5472)  0.076